Here is a molecular structure, C16H43InN8O16P in a non-equilibrium geometry from OMol25. Energies are from wB97M-V/def2-TZVPD.

Summary:
Charge = -1
Orbital gap = 0.158 Eh
Calculated total energy = -2808.1316 hartree
LUMO level = 1.180 eV

Structure (XYZ):
```
85
C16H43InN8O16P wB97M-V/def2-TZVPD
H -3.65 0.42 -0.21
H 6.56 2.34 -0.89
H 0.99 2.00 -1.14
H 5.30 4.59 0.22
H 3.12 0.68 2.14
H 1.60 -2.73 -4.18
O 1.13 2.05 -4.16
In 3.55 1.06 -0.67
H 10.07 3.96 1.86
C -2.31 4.67 3.76
C -3.04 2.10 0.62
H -6.13 -7.48 -0.32
H 10.36 3.38 0.19
H -2.30 0.58 -1.94
N -7.14 -5.68 -0.71
H 0.48 0.50 0.78
H 4.28 1.99 1.93
C -1.76 0.79 -1.01
H -1.33 2.49 -3.56
O 6.34 2.91 -1.64
H -0.89 3.38 -5.05
O -0.11 -4.67 -4.03
C 3.97 1.02 1.53
N -0.39 -4.36 0.68
C -5.69 -2.48 2.58
H -1.25 1.74 -1.14
H -2.39 -4.06 0.19
O 0.12 0.57 -5.35
C -1.09 2.40 -4.62
H -5.35 -1.51 2.23
O -7.58 -5.71 0.41
O 0.03 -3.27 0.40
H -1.88 1.89 -5.16
H -4.50 2.43 2.13
O -7.36 -4.81 -1.53
H -1.98 -3.81 1.92
H -6.51 -2.86 1.98
O -2.16 2.91 0.85
N -4.54 -3.42 2.45
C -6.24 -6.78 -1.14
O -3.72 3.81 5.36
H -1.48 4.73 4.46
C 1.30 -3.05 -3.19
H -0.63 -0.91 -1.71
O -0.96 -3.22 -2.69
H -4.72 3.44 0.72
H 1.99 -3.79 -2.79
P 4.65 3.16 -1.67
O -3.53 -3.14 3.06
O 0.25 -5.39 0.68
C -4.47 2.43 1.04
H 4.97 -0.52 2.76
H -5.95 -2.44 3.63
H 1.30 0.62 -2.20
H 4.31 5.49 -0.94
H 6.09 0.58 1.92
H -5.21 1.72 0.67
N -3.57 4.69 4.55
O -4.68 -4.40 1.74
C -0.78 -0.37 -0.78
H 5.29 -0.68 1.02
C 5.15 0.03 1.83
C 1.37 0.97 -1.16
H -2.09 -5.46 1.26
H 10.79 2.34 1.58
H -1.27 -1.07 -0.10
H -5.29 -6.34 -1.42
H 4.43 -0.35 -1.39
H 1.22 -2.20 -2.51
N -0.03 -3.70 -3.31
C 10.11 3.09 1.21
H -2.32 5.51 3.07
O -4.36 5.58 4.33
O 8.63 1.50 0.47
H 1.16 -0.85 -0.07
H -6.70 -7.26 -2.00
N 0.16 1.61 -4.73
C -1.83 -4.43 1.05
N -2.80 0.87 0.05
H 3.51 4.41 0.19
O 7.88 3.00 1.82
N 8.75 2.48 1.17
H -2.28 3.73 3.21
C 4.41 4.54 -0.42
C 0.58 0.07 -0.22
```

=====

Here is 6 unconnected molecules or ions with the total composition C16H43O7 from OMol25. Energies are from wB97M-V/def2-TZVPD.

Summary:
Charge = -1
Orbital gap = 0.140 Eh
Calculated total energy = -1161.9226 hartree
LUMO level = 2.005 eV

Structure (XYZ):
```
66
C16H43O7 wB97M-V/def2-TZVPD
C 2.23 1.80 -0.20
H 5.05 5.10 -5.87
H 3.10 1.14 -0.16
H 4.34 3.96 -3.40
H 2.05 -1.23 -2.27
H -0.92 0.92 -0.92
H -1.46 -5.59 4.62
C 0.94 1.03 0.15
H 0.64 2.29 1.91
H 4.89 5.81 -0.13
H -2.44 -2.76 3.08
H -2.54 -5.53 1.96
C 4.46 5.10 -4.97
H 4.87 4.21 -0.89
O 3.02 4.95 -0.50
C -2.89 -3.49 2.39
H -0.78 1.30 1.45
H -3.42 -5.25 3.48
H -3.36 -1.45 0.47
H 4.62 6.04 -4.43
C 0.45 -1.35 -5.33
H -1.73 1.56 4.61
O 4.87 3.98 -4.20
H 2.39 2.62 0.50
H 4.46 5.64 -1.85
O -2.67 -0.29 4.48
O -2.50 -3.23 1.08
H -1.91 -1.40 -0.91
H 2.17 2.19 -1.22
H -0.85 -4.11 3.85
C -4.67 -0.60 1.60
C 0.12 0.63 -1.09
H -5.30 0.30 1.55
H 0.44 1.20 -1.97
C -1.29 -5.09 3.67
H -0.29 -0.96 -2.44
O -0.66 -2.91 -0.30
H -5.32 -1.48 1.72
H 1.20 0.14 0.72
H -0.92 -1.03 0.50
H 3.40 5.03 -5.24
O -3.93 -0.67 0.39
O 1.02 -2.46 -4.65
C -1.02 -3.50 0.94
C 4.38 5.17 -0.86
H -3.49 1.53 4.83
H 0.54 -0.43 -4.75
H 2.57 5.80 -0.48
H -4.00 -0.53 2.45
H -1.86 -0.77 4.65
H -0.56 -5.64 3.07
H -3.97 -3.33 2.41
H -0.60 -1.51 -5.57
C 0.10 -0.88 -1.41
C -0.92 -1.55 -0.47
H 0.54 -2.56 -3.82
H -0.35 2.72 0.51
C -2.59 -4.92 2.86
H 1.37 -2.63 -1.42
C 1.47 -1.54 -1.39
H -0.60 -2.81 1.73
C 0.06 1.89 1.08
C -2.56 1.00 5.05
H -2.43 0.96 6.13
H 1.00 -1.22 -6.26
H 2.06 -1.30 -0.51
```

=====

Here is a molecular structure, C16H44BeNO18S5 in a non-equilibrium geometry from OMol25. Energies are from wB97M-V/def2-TZVPD.

Summary:
Charge = +1
ΔE to the lowest compared entry with this formula, charge and spin = 6.8 kcal/mol
Orbital gap = 0.121 Eh
Calculated total energy = -4050.0869 hartree
LUMO level = -7.785 eV

Structure (XYZ):
```
85
C16H44BeNO18S5 wB97M-V/def2-TZVPD
H 15.89 33.58 -7.59
O 6.60 26.37 -6.70
H 1.81 25.55 -6.38
H 6.27 29.44 -6.68
H 19.52 27.44 -7.91
H 10.61 33.79 -5.81
O 5.66 27.56 -8.73
H 9.24 33.84 -4.71
H 4.25 26.72 -4.87
C 3.82 26.04 -5.60
H 15.39 28.57 3.02
C 11.86 29.50 -2.95
O 20.33 29.34 -4.26
H 17.71 27.99 -3.77
C 15.84 34.50 -0.47
H 14.47 27.88 1.73
C 17.88 28.39 -4.77
H 10.74 33.22 -4.29
O 18.01 35.50 0.79
H 15.42 35.03 -8.39
C 12.09 29.18 2.85
H 16.44 34.72 -1.36
H 10.59 34.71 -4.45
H 16.75 26.80 1.86
H 16.29 26.26 3.53
S 16.52 35.44 0.88
H 1.97 25.63 -4.61
H 14.49 36.19 3.74
H 13.80 30.50 -8.49
H 21.18 28.25 -7.76
C 15.98 34.11 -8.54
H 1.97 27.09 -5.58
O 11.85 27.78 5.12
O 15.40 33.53 -9.77
C 14.73 34.41 2.53
H 18.01 33.49 -8.86
H 17.24 27.80 -5.42
O 12.26 28.47 -2.39
S 19.68 28.37 -5.13
H 14.00 34.58 1.73
C 5.43 28.83 -6.36
O 4.10 26.52 -6.92
H 14.80 34.79 -0.61
H 4.45 29.26 -6.58
H 5.50 28.56 -5.30
C 20.10 28.36 -7.83
O 19.66 29.10 -6.64
H 14.79 33.35 2.76
H 11.54 30.09 3.09
S 12.91 28.41 4.29
H 18.89 29.75 -9.04
H 15.29 31.42 -7.99
H 19.84 28.49 -9.91
O 16.09 34.62 2.22
H 13.39 34.93 4.31
C 14.95 27.64 2.68
H 15.06 34.79 4.62
O 15.78 36.71 0.89
O 11.05 29.26 -3.85
C 19.84 29.22 -9.10
H 11.46 28.46 2.32
H 17.49 29.40 -4.85
O 13.75 29.45 4.88
S 5.58 27.23 -7.29
H 15.42 25.69 2.09
Be 10.41 25.14 -3.73
O 13.95 27.24 3.66
H 20.59 29.97 -9.34
C 14.65 31.09 -8.81
H 12.86 29.49 2.14
O 20.12 26.98 -5.31
C 2.32 26.05 -5.56
O 12.23 30.62 -2.74
H 4.20 25.07 -5.27
C 14.36 35.12 3.86
S 13.96 32.66 -9.62
O 13.06 33.41 -8.68
H 17.61 35.02 -9.62
C 17.45 34.42 -8.73
H 15.85 33.42 -0.34
H 15.23 30.54 -9.55
O 13.50 32.38 -10.95
H 17.84 34.91 -7.84
C 15.94 26.53 2.54
N 10.24 33.87 -4.88
```

=====

Here is 11 unconnected molecules or ions with the total composition C16H44F9N20O13S in a non-equilibrium geometry from OMol25. Energies are from wB97M-V/def2-TZVPD.

Summary:
Charge = -1
ΔE to the lowest compared entry with this formula, charge and spin = 26.8 kcal/mol
Orbital gap = 0.262 Eh
Calculated total energy = -4006.8160 hartree
LUMO level = 1.655 eV

Structure (XYZ):
```
103
C16H44F9N20O13S wB97M-V/def2-TZVPD
C 1.15 -7.58 1.14
O 8.99 -0.94 2.37
N -8.34 -0.27 5.85
O 6.04 -3.65 -0.61
C -1.93 4.15 -0.82
S 2.60 2.29 -1.68
H -4.32 1.39 1.18
F -1.70 4.38 0.49
H -1.07 -1.91 0.09
O 0.53 -3.42 1.25
H -5.96 0.64 4.21
O -3.80 2.75 3.21
H 0.07 2.85 -2.52
N 2.09 -2.32 0.02
O -8.67 -0.72 -2.22
N 6.17 1.63 1.50
H 4.35 -2.03 -1.47
H 2.83 -7.58 2.28
H 5.84 1.67 0.55
H 2.82 -2.87 0.43
N -0.11 4.94 -7.57
C -4.59 1.82 3.15
O 3.25 2.78 -2.91
H -8.04 -1.59 8.00
O 4.70 3.25 2.09
N 6.07 2.39 3.67
N -2.90 -3.97 -1.94
H 0.91 4.36 -2.93
C 1.45 3.56 -0.99
N 6.98 -1.80 0.31
C -3.30 -2.77 -2.43
H -2.68 -4.02 -0.96
H 9.50 -3.28 3.00
H 0.24 -5.73 0.79
O 1.82 0.98 -2.04
H 2.33 -1.62 -0.66
H -0.96 4.97 -8.10
N -6.42 -0.66 -2.46
F -0.19 5.72 -0.86
H 2.17 -6.00 2.06
H -9.05 -0.96 5.97
C 10.11 -1.44 2.41
F -1.31 5.48 -2.69
H -5.52 -1.11 -2.45
N 5.08 -1.62 -0.92
F -1.76 1.13 -2.74
C -0.06 5.11 -6.22
H -3.51 -3.56 -4.36
C 0.38 3.83 -2.10
C 0.82 -2.56 0.42
N 10.31 -2.74 2.77
C -7.32 -0.07 6.75
H -5.47 0.35 1.94
H -2.13 5.36 -6.10
O 3.57 1.96 -0.59
H 0.11 -1.06 -0.85
H 7.71 -2.36 0.71
H 6.80 1.75 3.95
H -2.81 -4.80 -2.50
H -3.88 -1.88 -4.16
N 11.23 -0.74 2.10
H -6.47 0.31 -2.70
F -2.62 3.08 -3.33
N -3.58 -2.75 -3.77
H -5.17 1.88 5.10
H 0.75 4.78 -8.05
H 11.21 -3.17 2.81
C -2.20 2.62 -0.96
H 12.16 -1.13 2.13
H 6.99 -0.81 0.48
F -3.30 2.36 -0.20
H -6.61 -0.76 8.51
F -1.24 1.85 -0.43
O 1.12 -8.79 0.94
O 0.99 5.08 -5.60
C 6.03 -2.44 -0.42
H -8.32 -3.11 -1.66
O -6.46 0.78 6.58
H 5.06 -0.62 -0.77
N -0.11 -1.77 -0.17
F -3.09 4.80 -1.09
N 0.23 -6.72 0.63
C 5.58 2.48 2.40
C -7.59 -1.29 -2.19
H 11.12 0.22 1.83
H 0.99 3.17 -0.06
H 5.67 2.99 4.36
N -4.82 1.12 2.00
H -8.35 0.32 5.04
H -1.25 5.45 -4.61
C -0.76 4.77 -1.66
N -1.26 5.33 -5.61
H 6.90 0.99 1.74
O -3.39 -1.77 -1.73
N -5.31 1.40 4.23
N -7.47 -2.61 -1.87
H -6.60 -3.10 -1.84
H -0.51 -7.12 0.08
N 2.12 -6.99 1.89
C -2.57 2.12 -2.41
H 2.06 4.47 -0.85
N -7.34 -0.88 7.84
F -3.80 1.57 -2.39
```

=====

Here is 5 unconnected molecules or ions with the total composition C16H44N2O9 in a non-equilibrium geometry from OMol25. Energies are from wB97M-V/def2-TZVPD.

Summary:
ΔE to the lowest compared entry with this formula, charge and spin = 65.7 kcal/mol
Orbital gap = 0.327 Eh
SMILES string = COCCNCCOC.COCCNCCOC.OCCO.OCCO.O
Calculated total energy = -1422.4625 hartree
LUMO level = 0.364 eV

Structure (XYZ):
```
71
C16H44N2O9 wB97M-V/def2-TZVPD
H 2.65 3.02 2.42
H -0.88 -4.53 -0.05
C -4.07 -1.00 4.93
O -2.41 -7.32 -0.89
H -1.97 6.32 -2.09
H 5.60 5.09 2.62
C 1.53 6.81 -4.18
H 1.26 7.85 -4.32
H 7.54 4.51 1.89
O -1.41 1.29 1.04
C -2.00 -6.01 -1.02
H -3.50 -1.64 5.60
H 1.68 -6.91 2.91
H -3.52 -0.06 4.97
H -4.68 -2.37 3.67
H -5.33 -0.15 6.58
O 0.79 -8.37 1.97
O -1.95 4.27 -2.64
C -1.98 5.69 -2.98
H -6.06 -0.05 5.02
C 0.80 -7.02 2.28
C -5.47 -0.70 5.65
H -2.81 -5.28 -1.06
H -0.03 -7.38 -0.08
C -3.28 -7.66 -1.91
H 0.47 -10.17 2.76
H -4.05 -6.91 -2.09
H -1.85 1.65 0.28
H -1.47 -5.78 1.07
N 0.55 6.10 -3.41
C 5.11 6.98 -4.02
O 3.82 7.40 -4.20
H 1.51 6.33 -5.16
H 5.70 7.68 -4.61
H -0.96 7.14 -4.35
H -2.03 0.65 1.40
C 5.73 4.01 2.59
C 0.50 -9.14 3.12
C -0.81 6.15 -3.92
C -1.02 -5.61 0.09
N 0.22 -6.40 -0.05
C 4.55 3.25 2.02
C 2.89 6.65 -3.46
H -3.05 3.61 -4.37
H 2.17 -6.28 0.68
H -2.89 5.99 -3.49
H -0.85 5.48 -4.78
C -2.19 3.39 -3.75
H -1.32 3.52 -4.39
H 5.26 6.01 -4.50
H -2.22 2.33 -3.49
H -0.49 -8.99 3.55
H 1.16 -5.10 1.31
H -6.49 -2.18 5.12
H 0.85 5.13 -3.40
H 1.31 -9.13 3.85
O 6.90 3.78 1.89
H -2.75 -7.76 -2.86
H 6.12 3.70 3.56
O -4.28 -1.50 3.60
C 1.16 -6.16 1.06
H 3.09 5.58 -3.39
O 3.46 3.19 2.91
H 4.87 2.22 1.85
H -1.51 -5.88 -1.98
H -3.83 -8.58 -1.79
H 5.42 6.95 -2.98
H 2.81 7.08 -2.46
O -6.13 -1.87 5.95
H -0.12 -6.72 2.78
H 4.19 3.81 1.15
```

=====

Here is 4 unconnected molecules or ions with the total composition C16H44N4O4 in a non-equilibrium geometry from OMol25. Energies are from wB97M-V/def2-TZVPD.

Summary:
Charge = -1
ΔE to the lowest compared entry with this formula, charge and spin = 7.5 kcal/mol
Orbital gap (spin up / spin down) = 0.062 / 0.349 Eh
Calculated total energy = -1155.7819 hartree
2S+1 = 2
LUMO level (spin up / spin down) = 2.812 / 2.780 eV

Structure (XYZ):
```
68
C16H44N4O4 wB97M-V/def2-TZVPD
H -5.78 -0.38 -0.01
N -5.03 1.12 -2.23
H -2.17 3.67 1.73
O -4.92 -1.80 -1.37
H 6.41 -2.63 -3.40
H -0.64 0.40 0.56
H 3.18 0.45 0.92
H -5.70 1.67 -1.70
C -0.59 1.30 4.51
H 6.97 -2.62 -1.61
C -0.98 -1.91 -1.56
O -0.49 2.57 2.50
C 6.22 -2.90 -2.36
C 4.59 -1.07 -3.10
H 4.00 -3.51 -0.94
H -3.27 0.13 -1.79
N -0.72 1.35 5.99
H -4.21 -0.94 0.32
N 1.66 0.93 -1.18
H -0.19 -1.15 0.86
H 2.00 -0.92 -0.67
H 0.01 1.96 6.34
H -1.99 -0.50 4.59
H 4.59 1.65 -3.44
O -0.87 -0.53 -1.11
H 0.01 -2.36 -1.45
H 5.23 -1.41 -1.25
H -0.70 4.60 1.74
H 6.05 -3.96 -2.18
H -1.62 1.73 6.24
H -5.55 0.35 -2.62
C 1.46 -0.12 -0.17
H -4.94 -3.56 -0.18
C 4.94 -2.06 -2.07
H -1.22 -2.05 -2.61
C -3.64 1.63 -0.44
C -0.04 -0.39 0.10
C 2.16 0.22 1.21
H 0.32 0.83 4.14
H -2.83 1.26 0.20
H 0.13 3.29 4.39
H -2.66 0.89 4.09
H -1.79 -2.45 -1.07
C -4.85 -0.65 -0.51
H -4.37 2.01 0.28
H -0.96 3.33 0.67
C -5.57 -2.91 -0.79
H 1.33 1.75 -0.69
C -0.65 2.72 3.89
H -6.03 -3.49 -1.59
H -1.42 -0.01 3.04
H -6.45 -2.59 -0.24
N 3.82 -2.87 -1.69
H 2.09 -0.63 1.90
C -1.70 0.38 4.02
H 4.25 -1.60 -3.99
H 1.66 1.09 1.63
C 5.52 1.21 -3.09
H -1.59 3.21 4.16
O 5.75 -0.22 -3.41
H 5.79 1.38 -2.05
H 1.02 0.57 -1.87
H 3.71 -0.51 -2.78
H 3.41 -3.23 -2.54
C -1.08 3.57 1.73
H 6.21 1.76 -3.74
C -4.14 0.53 -1.27
H -3.12 2.41 -0.98
```